C24H15CuF18N6O18S6 as an isolated structure, computed with ωB97M-V with the def2-TZVPD basis set.

The geometry in XYZ format:
```
88
Properties=species:S:1:pos:R:3:forces:R:3
Cu 13.835051 31.881549 -14.856385 -0.5474 0.3989 0.2083
C 14.344744 36.003912 -15.584264 -0.3897 -0.5166 0.1727
F 14.234365 37.238306 -16.065683 0.2200 0.0271 -0.0923
F 15.580370 35.559161 -15.688779 0.1004 0.3612 -0.2775
F 14.007690 36.029924 -14.291070 0.1325 0.0094 -0.2000
S 13.081747 34.936716 -16.489989 -1.1914 -0.6183 1.7021
O 11.934311 35.061220 -15.672878 -0.4497 0.0959 0.5050
O 12.988115 35.364352 -17.838823 0.7410 -0.1075 -0.6562
N 13.609513 33.344183 -16.287714 0.4259 1.5155 -1.6055
S 14.566163 32.941713 -17.523303 1.6475 -1.6397 0.7807
O 15.399782 33.966324 -18.046478 -0.3470 0.5682 -0.4596
O 15.276802 31.752242 -17.075164 -0.8197 0.0858 0.1074
C 13.453605 32.329349 -18.905578 -0.2825 0.7794 0.1954
F 13.363466 31.005739 -18.855749 0.0214 0.0914 -0.2395
F 12.233941 32.850537 -18.811162 0.0900 -0.2566 0.0338
F 13.978561 32.705951 -20.065415 0.1029 -0.2544 -0.0950
C 17.800525 32.602193 -15.055682 -0.4229 0.0135 -0.1137
F 17.458734 33.600904 -15.860220 0.2338 0.0456 0.0538
F 17.804985 31.480349 -15.750644 0.0980 -0.0450 0.0126
F 19.006443 32.819299 -14.549954 0.0147 0.0654 -0.0625
S 16.552171 32.569825 -13.640151 -1.5444 1.0671 -1.0214
O 17.323409 32.538127 -12.457573 0.4416 -0.7209 0.8890
O 15.665018 33.689191 -13.767533 0.1541 -0.0453 -0.7378
N 15.552771 31.257575 -14.003818 1.8897 0.3484 0.9191
S 16.286275 29.985045 -13.291265 -0.3872 -1.4592 0.3641
O 17.707649 30.024882 -13.418083 0.2744 0.2355 -0.2846
O 15.733821 29.670892 -12.015325 -0.3254 0.0041 0.0426
C 15.828958 28.558042 -14.363458 -0.7542 0.5708 -0.5143
F 14.493153 28.477330 -14.501945 0.3276 -0.1792 0.0827
F 16.359543 28.723016 -15.583822 0.0002 -0.2759 0.3085
F 16.257056 27.429897 -13.822397 0.2157 0.0486 -0.0684
C 8.634587 32.564011 -11.636746 -0.7063 -0.0058 -0.2270
F 8.166860 33.502111 -10.812470 0.0518 0.2615 0.1167
F 9.956273 32.537316 -11.526639 0.1144 -0.1951 0.1531
F 8.109649 31.402739 -11.231625 0.4071 -0.0053 -0.0485
S 8.061510 32.937543 -13.401020 0.9627 1.7053 -0.7401
O 7.242022 31.823810 -13.764572 0.0404 -0.2626 -0.1602
O 7.459709 34.237924 -13.389558 -0.1096 -0.1013 0.6039
N 9.494849 33.167276 -14.202295 -1.1915 -1.6938 0.3337
S 10.038428 31.757372 -14.695527 0.9265 0.0862 0.7403
O 11.420052 31.847216 -15.113665 -0.3696 0.5738 -0.4539
O 9.764260 30.665108 -13.796453 -0.2224 -0.1557 -0.2920
C 9.096269 31.432408 -16.297046 0.5794 0.2052 -0.1734
F 8.229060 32.401213 -16.549610 -0.1830 -0.0386 0.0081
F 9.977493 31.416350 -17.320767 -0.1561 -0.1905 0.0677
F 8.461839 30.268589 -16.274558 -0.0399 -0.1221 0.0115
C 10.083043 26.671665 -11.451848 0.0771 0.1113 0.6216
C 10.353532 27.073186 -12.739903 -0.1600 -0.7162 -0.4932
C 11.167903 28.147992 -12.989348 0.7398 0.5469 -0.1903
C 11.699033 28.840614 -11.915888 -0.3129 -0.3178 -0.6700
C 11.416010 28.475490 -10.627187 0.5912 0.3005 1.1005
C 10.632717 27.376125 -10.380872 -0.4654 -0.7730 -0.2994
N 12.621049 29.943464 -12.169058 -0.1784 0.3760 0.4044
O 12.758751 30.308427 -13.323022 0.1725 -0.4707 -0.0934
O 13.168110 30.444817 -11.211602 -0.0595 0.1302 -0.1079
H 9.472914 25.795057 -11.280351 -0.0003 -0.0129 0.0584
H 9.999796 26.457645 -13.558297 -0.1267 0.2348 -0.0839
H 11.469402 28.437346 -13.983495 -0.2658 0.0417 -0.0287
H 11.868997 28.999859 -9.795871 0.0057 0.1144 -0.1411
H 10.503515 26.999252 -9.375644 -0.1377 0.2295 0.0768
C 14.858052 34.833256 -8.928440 0.2462 0.1286 0.0671
C 13.868352 35.680285 -9.397847 -0.1931 0.1671 -0.0008
C 13.154050 35.367041 -10.538943 -0.2859 0.0705 0.2756
C 13.422951 34.166800 -11.168699 0.2036 0.0659 -0.2040
C 14.417146 33.319433 -10.737571 0.9440 0.0738 -0.0736
C 15.168629 33.677824 -9.625662 -0.3817 -0.2298 0.1399
N 12.748219 33.881556 -12.436999 -0.0626 0.1911 -0.3991
O 11.867262 34.611005 -12.791131 0.0131 -0.1394 0.0013
O 13.165333 32.914602 -13.080626 -0.0030 0.0245 0.3122
H 15.412135 35.123212 -8.043868 0.0599 -0.1159 -0.0232
H 13.650569 36.609838 -8.888504 0.0379 -0.0215 0.0463
H 12.396719 36.045475 -10.901068 -0.0368 -0.1191 -0.1875
H 14.747228 32.471959 -11.315919 -0.4509 -0.2036 0.0120
H 15.970568 33.021841 -9.316117 0.0391 0.0745 0.0433
C 13.436929 27.267858 -20.102995 0.3415 -0.3535 -0.0113
C 14.431229 27.576129 -19.183941 -0.1704 -0.1353 0.3597
C 14.082087 28.219746 -18.007819 0.5077 -0.0492 0.1230
C 12.769499 28.540207 -17.793010 -0.2070 0.2653 -0.0929
C 11.762689 28.243456 -18.686371 -0.2355 -0.2372 0.3406
C 12.111572 27.569689 -19.836211 -0.1730 -0.2178 -0.2899
N 12.409172 29.273640 -16.582928 -0.4551 0.2724 0.0380
O 11.324640 29.047464 -16.103317 0.0123 -0.0455 0.1434
O 13.208820 30.095829 -16.170683 0.5239 -0.1652 -0.0357
H 13.679229 26.714640 -21.002436 0.0439 0.0675 0.0067
H 15.457445 27.249637 -19.282060 -0.0132 0.0850 -0.3684
H 14.810459 28.439122 -17.243494 0.0933 0.1407 -0.0812
H 10.739831 28.481411 -18.432314 -0.0250 0.0544 -0.0831
H 11.344159 27.198831 -20.503436 -0.0262 0.2826 -0.1014
```
Forces are in eV/Å.

Computed properties:
- net charge = -1
- HOMO-LUMO gap (alpha / beta) (eV) = 8.64 / 6.65
- multiplicity = 2
- <S²> = 0.751

***

C24H15FIrN4O6S5 as an isolated structure, computed with ωB97M-V with the def2-TZVPD basis set.

The geometry in XYZ format:
```
56
Properties=species:S:1:pos:R:3:forces:R:3
Ir 0.533736 1.757432 0.208718 -2.7699 3.6222 -0.4888
S 0.021336 8.767532 1.676218 0.0175 0.4134 -0.0382
C 0.094236 7.144632 1.476718 -0.1303 -0.5157 0.0773
S -1.308264 6.157332 1.182418 0.6080 0.1988 0.0107
C -0.502464 4.611832 1.225618 2.1194 0.9864 0.5346
C 0.863736 4.644832 1.434418 -2.2130 0.6789 -0.1395
S 1.861836 3.282432 1.664218 -0.3619 -2.4273 -0.6832
S 1.572936 6.233232 1.572618 -0.5780 -0.0157 -0.1453
S -1.437064 3.195232 1.081518 1.4408 -2.3117 -1.0708
F -5.520764 3.780432 -2.082582 0.2095 -0.2624 0.1340
C -4.352664 3.117932 -1.941482 0.1740 0.5302 -0.2749
C -3.228364 3.649532 -2.462682 -1.0468 -0.1888 0.2726
N -2.036064 3.006232 -2.389582 0.2075 -0.8019 0.3788
C -0.838564 3.588532 -2.957682 1.1915 0.3181 0.2558
C 0.113136 4.190232 -1.841382 -1.4783 0.4666 -0.6581
O 0.032536 5.389932 -1.629282 0.0169 0.0532 -0.2223
O 0.888736 3.368132 -1.288582 1.4818 -1.7974 1.6976
C -1.931164 1.793032 -1.734482 -0.6635 0.6551 -0.3754
O -0.868764 1.180632 -1.694882 0.7417 -0.4765 0.3526
N -3.074264 1.300232 -1.185182 0.1606 -0.3074 0.1557
C -4.351864 1.845232 -1.229882 0.0250 0.3064 -0.2228
O -5.309564 1.289632 -0.745082 -0.0856 0.0410 0.0511
H -3.242964 4.593832 -2.983582 0.0028 0.0782 0.0195
H -1.114164 4.399132 -3.631582 -0.1125 -0.1368 0.0632
H -0.291064 2.808432 -3.491482 -0.1077 0.0732 0.0071
H -2.947264 0.437832 -0.612982 -0.0377 0.2148 -0.1685
O -2.481564 -0.917468 0.327318 -0.3231 0.1304 0.0367
C -1.299264 -1.151468 0.494618 -0.4545 -0.1298 -0.0353
N -0.782664 -2.410468 0.556518 0.1059 -0.2858 -0.0060
C 0.653036 -2.418068 0.694718 0.1663 -0.2331 -0.0149
C 0.885036 -0.907068 0.710218 0.1614 -0.1288 0.2324
O 1.962336 -0.306568 0.765518 0.1508 -0.0124 -0.4112
N -0.271864 -0.258568 0.635318 1.1784 1.2764 0.6833
C 1.092736 -3.098868 1.980618 0.0232 0.0208 0.2295
C 2.158036 -2.632368 2.739918 -0.0489 0.0228 -0.0889
C 2.486936 -3.262568 3.928518 0.0332 -0.0587 0.1255
C 1.768436 -4.362268 4.366718 0.1052 0.0035 0.0389
C 0.732836 -4.852068 3.591518 -0.0761 -0.1221 0.0393
C 0.401236 -4.226768 2.406018 0.0496 0.0747 -0.0440
C 1.341436 -3.079968 -0.490782 0.0323 0.0167 -0.2030
C 2.594036 -2.655968 -0.914282 0.0315 0.0077 0.0022
C 3.200836 -3.256768 -2.003982 0.0248 -0.0312 -0.0394
C 2.576536 -4.299468 -2.667282 0.1255 -0.0223 -0.0592
C 1.338336 -4.737768 -2.235482 -0.0862 -0.1078 -0.0503
C 0.721036 -4.129168 -1.157682 0.0569 0.0628 0.0494
H -1.366364 -3.226768 0.550418 -0.0829 0.2036 -0.0425
H 2.713436 -1.765668 2.413118 0.0047 0.0675 -0.0185
H 3.300836 -2.882868 4.528218 0.0782 0.0616 0.0273
H 2.013136 -4.837068 5.305618 0.0464 -0.0313 0.0632
H 0.171436 -5.716868 3.914318 -0.0339 -0.0718 0.0333
H -0.410064 -4.622468 1.813618 -0.0992 -0.0561 -0.0212
H 3.075636 -1.833168 -0.408582 0.0389 0.0314 0.0204
H 4.159136 -2.895968 -2.347082 0.1003 0.0202 0.0027
H 3.052836 -4.767268 -3.517382 0.0187 -0.0160 -0.0563
H 0.840536 -5.548168 -2.748682 -0.0344 -0.0608 -0.0305
H -0.254964 -4.473468 -0.851682 -0.1047 -0.0268 0.0144
```
Forces are in eV/Å.

Computed properties:
- net charge = -1
- HOMO-LUMO gap (alpha / beta) (eV) = 5.58 / 5.58

***

| no. | molar mass (g/mol) |
| --- | --- |
| 1 | 1273.32 |
| 2 | 826.96 |